# 1
# C29H35As2CrN

A molecular structure, C29H35As2CrN (the ωB97M-V functional and the def2-TZVPD basis, OMol25).

The HOMO energy (spin up / spin down) comes out at -10.4 / -10.5 eV. The spin multiplicity is 4. The gap between HOMO and LUMO (spin up / spin down) is 7.6 / 7.8 eV. The calculation puts the electronic energy at -6696.59169 a.u. The total charge is +1.

Last column: natural (NBO) charge in e.
Positions of all 68 atoms, in Å:
Cr: 0.0560 -0.2769 0.1067  1.0811
C: -1.6097 -2.8793 0.4782  -0.4013
N: -0.1987 -2.4473 0.3164  -0.4796
C: 0.3295 -3.0976 -0.9076  -0.4016
C: 0.5989 -2.8997 1.4968  -0.2472
C: 1.6078 -1.8685 1.9285  -0.0912
C: 2.6172 -2.2054 2.8261  -0.1938
C: 3.4803 -1.2297 3.3034  -0.1986
C: 3.3349 0.0914 2.8912  -0.2031
C: 2.3335 0.4235 1.9900  -0.2502
C: 1.4622 -0.5514 1.4897  -0.3612
H: -1.6601 -3.9715 0.5143  0.2016
H: -2.2037 -2.5232 -0.3605  0.2078
H: -2.0226 -2.4658 1.3929  0.2263
H: 0.1222 -4.1714 -0.8880  0.2123
H: 1.4052 -2.9566 -0.9690  0.2056
H: -0.1406 -2.6720 -1.7943  0.2011
H: 1.0779 -3.8543 1.2641  0.2126
H: -0.0916 -3.0836 2.3208  0.2292
H: 2.7256 -3.2340 3.1585  0.2189
H: 4.2629 -1.4975 4.0019  0.2268
H: 4.0008 0.8556 3.2742  0.2247
H: 2.2421 1.4551 1.6687  0.1982
C: -0.1473 3.5241 0.8966  -0.9299
As: 0.2628 2.1436 -0.3877  1.0141
C: -0.8003 2.7352 -1.9055  -0.9214
C: 2.0413 2.5805 -1.0410  -0.3646
C: 2.5187 3.8885 -1.0117  -0.1474
C: 3.7481 4.1971 -1.5757  -0.1981
C: 4.5012 3.2010 -2.1854  -0.1836
C: 4.0335 1.8967 -2.2082  -0.1945
C: 2.8094 1.5722 -1.6284  -0.3259
As: 2.2030 -0.2821 -1.5718  0.9328
C: 2.3475 -0.8037 -3.4387  -0.9286
C: 3.7861 -1.1685 -0.8826  -0.9198
H: -0.1892 4.4890 0.4016  0.2387
H: 0.6010 3.5377 1.6854  0.2485
H: -1.1175 3.2939 1.3313  0.2577
H: -0.4059 3.6915 -2.2372  0.2453
H: -1.8385 2.8474 -1.6026  0.2485
H: -0.7370 2.0181 -2.7204  0.2295
H: 1.9350 4.6753 -0.5514  0.2112
H: 4.1159 5.2144 -1.5442  0.2304
H: 5.4564 3.4397 -2.6368  0.2310
H: 4.6360 1.1302 -2.6800  0.2147
H: 3.3740 -0.6824 -3.7758  0.2380
H: 1.6873 -0.1942 -4.0517  0.2414
H: 2.0601 -1.8489 -3.5391  0.2370
H: 4.6524 -0.8201 -1.4389  0.2351
H: 3.6851 -2.2453 -1.0131  0.2342
H: 3.9024 -0.9448 0.1761  0.2565
C: -3.3022 -0.1886 4.8480  -0.1969
C: -1.9033 -0.1907 4.6510  -0.2009
C: -1.3812 -0.0576 3.3951  -0.2220
C: -2.2239 0.0805 2.2592  -0.0191
C: -1.7143 0.1742 0.9234  -0.3858
C: -2.6103 0.3128 -0.1121  -0.3061
C: -4.0129 0.3325 0.0890  -0.2037
C: -4.5037 0.2250 1.3531  -0.1729
C: -3.6280 0.0935 2.4666  -0.0725
C: -4.1406 -0.0428 3.7808  -0.1810
H: -3.7057 -0.2999 5.8463  0.2240
H: -1.2418 -0.2913 5.5027  0.2217
H: -0.3076 -0.0415 3.2536  0.2219
H: -2.2537 0.3849 -1.1425  0.1809
H: -4.6839 0.4379 -0.7544  0.2218
H: -5.5732 0.2416 1.5292  0.2222
H: -5.2153 -0.0291 3.9231  0.2191

Atomic forces in eV per Å
0.0 -0.8 -0.1
0.1 0.0 0.0
0.0 0.0 -0.1
-0.1 0.0 0.1
0.0 0.1 0.0
0.0 0.0 0.0
0.1 0.0 0.0
0.0 0.0 0.0
0.0 0.0 0.0
0.0 -0.2 0.0
0.0 0.3 0.1
0.0 0.0 0.0
0.0 0.0 0.0
0.0 0.1 0.0
0.0 0.0 0.0
0.1 0.0 0.0
0.0 0.0 0.0
0.0 -0.1 0.0
-0.1 0.0 0.0
0.0 0.1 0.0
0.0 0.0 0.0
0.0 0.0 0.0
0.0 0.1 0.0
0.0 -0.1 0.1
0.2 0.4 -0.2
0.0 0.0 0.1
0.0 0.0 0.0
0.1 -0.1 -0.1
0.0 0.0 0.0
0.0 0.1 0.0
0.0 0.0 0.0
0.0 0.0 0.1
-0.1 0.2 0.1
-0.1 0.0 0.0
-0.1 0.0 0.1
0.0 0.1 0.0
0.0 0.0 0.0
0.0 0.0 0.0
0.0 0.1 0.0
0.0 0.0 0.0
0.0 0.0 0.0
0.0 0.0 0.0
0.0 0.0 0.0
0.0 0.0 0.0
0.0 0.0 0.0
0.0 0.0 0.0
0.0 0.0 0.0
0.0 0.0 0.0
0.1 0.0 0.0
0.0 0.0 0.0
0.0 0.0 0.0
0.1 0.0 0.0
-0.1 0.0 0.0
0.0 0.0 -0.1
-0.1 0.0 -0.1
-0.1 0.0 0.3
0.1 0.0 0.1
0.0 0.0 -0.1
0.0 0.0 0.1
0.0 0.0 0.0
0.0 0.0 0.0
0.0 0.0 0.0
0.0 0.0 0.0
0.0 0.0 0.0
0.0 0.0 -0.1
0.0 0.0 0.0
0.0 0.0 0.0
0.0 0.0 0.0

=====

# 2
# C4H13N2O

3 unconnected molecules or ions with the total composition C4H13N2O in a non-equilibrium geometry (the ωB97M-V functional and the def2-TZVPD basis, OMol25).

The calculation puts the energy above the lowest of the compared OMol25 structures with the same formula, charge and spin at 100.0 kcal/mol. The HOMO energy comes out at -14.7 eV. The gap between HOMO and LUMO is 7.8 eV. The calculation puts the electronic energy at -344.60753 a.u. The total charge is +1.

Last column: natural (NBO) charge in e.
Positions of all 20 atoms, in Å:
C: 3.0338 -0.6922 -0.3059  -0.6046
C: 1.9050 -0.5060 -1.3260  -0.4755
C: 0.6072 -0.1363 -0.6334  0.1985
C: 0.1609 1.2557 -0.7811  0.3045
N: -0.8059 1.8069 -0.1523  -0.5923
N: -0.0449 -0.9400 0.1005  -0.5048
H: 3.8460 -1.3171 -0.6607  0.2505
H: 3.4187 0.2552 0.0636  0.2246
H: 2.6351 -1.1982 0.5788  0.2107
H: 1.7122 -1.3605 -1.9728  0.2506
H: 2.2062 0.2986 -1.9981  0.2235
H: 0.7317 1.8837 -1.4615  0.2364
H: -1.1626 1.3769 0.7028  0.4485
H: -1.5447 2.2801 -0.6765  0.4673
H: -4.5767 1.0576 5.5420  -0.0024
H: -5.2003 1.1374 5.1406  0.0024
H: 0.3624 -1.8726 -0.0131  0.3819
H: -1.6662 -0.9108 -0.5582  0.4569
H: -2.9873 -1.6185 -0.9711  0.4859
O: -2.6306 -0.8000 -0.6177  -0.9627

Atomic forces in eV per Å
-0.5 -0.6 0.8
0.0 0.8 -0.4
2.0 -0.4 0.6
0.7 0.4 -0.1
-1.4 -0.9 0.5
0.1 0.4 -0.4
0.1 0.2 -0.3
0.1 0.1 -0.2
0.1 -0.1 0.0
0.2 -0.3 0.2
-0.1 0.0 -0.2
-0.7 -0.2 -0.8
-0.2 -0.6 -0.3
0.7 1.3 0.3
-0.1 0.0 -0.1
0.1 0.0 0.1
-0.1 -0.1 0.4
-0.8 -0.3 0.2
-0.1 0.0 0.0
0.1 0.4 -0.2

=====

# 3
# C21H62N2O10

10 unconnected molecules or ions with the total composition C21H62N2O10 in a non-equilibrium geometry (the ωB97M-V functional and the def2-TZVPD basis, OMol25).

The calculation puts the energy above the lowest of the compared OMol25 structures with the same formula, charge and spin at 108.5 kcal/mol. The HOMO energy comes out at -10.0 eV. The gap between HOMO and LUMO is 10.1 eV. The calculation puts the electronic energy at -1698.99231 a.u. The structure (SMILES) is NC(N)=O.CC(C)O.CC(C)O.CCO.CCO.CCO.CCO.CCO.CCO.CCO.

Last column: Löwdin charge in e.
Positions of all 95 atoms, in Å:
C: -3.8988 4.1492 -0.7859  -0.0715
C: -4.6326 2.7836 -1.1169  -0.3072
O: -3.8189 2.0259 -1.9528  -0.0906
H: -3.1101 3.8816 -0.0828  0.0520
H: -4.4638 4.8585 -0.1810  0.0654
H: -3.2470 4.5472 -1.5637  0.0656
H: -5.5220 2.9190 -1.7323  0.1059
H: -4.9188 2.2706 -0.1988  0.0997
H: -2.8901 1.9680 -1.7171  0.0758
C: 0.2305 -1.4626 -0.1723  -0.0637
C: 0.6974 -0.0278 0.2976  -0.3112
O: -0.2535 0.9045 -0.1374  -0.0854
H: 0.8907 -1.6984 -1.0069  0.0639
H: -0.8410 -1.6511 -0.2397  0.0671
H: 0.5099 -2.1428 0.6323  0.0539
H: 1.7393 0.1451 0.0277  0.1064
H: 0.6671 -0.0521 1.3869  0.0954
H: -0.1073 1.7620 0.2685  0.0781
C: 7.1850 -3.0455 -1.8598  -0.0695
C: 5.8946 -2.1461 -1.7004  -0.2931
O: 5.0976 -2.6036 -0.6053  -0.1044
H: 8.0224 -2.7127 -1.2466  0.0642
H: 7.5383 -3.0970 -2.8897  0.0591
H: 6.8266 -4.0482 -1.6266  0.0642
H: 5.2258 -2.1790 -2.5605  0.0984
H: 6.1019 -1.0783 -1.6309  0.1009
H: 4.5651 -3.3625 -0.8547  0.0664
C: 3.2691 -5.5003 2.4717  -0.0705
C: 2.4789 -6.1952 1.3353  -0.2690
O: 2.7324 -5.5825 0.0477  -0.1164
H: 4.0647 -4.8163 2.1764  0.0704
H: 3.7323 -6.1863 3.1808  0.0631
H: 2.6371 -4.8995 3.1257  0.0608
H: 1.4117 -5.9862 1.4093  0.0970
H: 2.6234 -7.2643 1.1798  0.1059
H: 2.0157 -5.8496 -0.5325  0.0717
C: -4.2283 -1.8429 2.1416  -0.0869
C: -5.2536 -2.4783 3.0760  -0.3461
O: -5.1966 -3.8282 2.8786  -0.0852
H: -4.3132 -2.0956 1.0846  0.0815
H: -3.1868 -2.0797 2.3596  0.0663
H: -4.3262 -0.7764 2.3441  0.0704
H: -6.2589 -2.0964 2.8983  0.1137
H: -5.0385 -2.4609 4.1444  0.1101
H: -4.3352 -4.0695 2.5304  0.0696
C: -2.4496 -2.4211 -4.7534  -0.0909
C: -3.9356 -2.3326 -5.0977  -0.3287
O: -4.1780 -0.9982 -5.5088  -0.0697
H: -2.2579 -1.5692 -4.1010  0.0606
H: -1.6545 -2.2829 -5.4861  0.0741
H: -2.2551 -3.2535 -4.0771  0.0672
H: -4.5550 -2.6980 -4.2786  0.1040
H: -4.2764 -3.1165 -5.7740  0.1042
H: -4.2198 -0.5440 -4.6640  0.0780
C: -0.7204 2.1886 5.6726  -0.0695
C: -0.1351 3.5091 6.2508  -0.2884
O: 1.2161 3.2856 6.6669  -0.1148
H: -0.7694 2.2522 4.5856  0.0618
H: -1.7250 2.0362 6.0670  0.0623
H: -0.2343 1.2512 5.9429  0.0712
H: -0.4975 3.9099 7.1974  0.1084
H: -0.0415 4.2549 5.4614  0.1004
H: 1.3668 4.0600 7.2139  0.0691
C: -2.2249 -7.4183 3.0744  -0.7704
O: -2.1781 -7.7452 1.8763  0.0037
N: -1.9149 -6.2306 3.5579  0.1557
N: -2.5249 -8.2249 4.0274  0.1563
H: -1.8613 -6.1613 4.5641  0.1082
H: -1.6972 -5.5125 2.8818  0.1130
H: -2.7208 -7.9752 4.9862  0.1147
H: -2.8789 -9.1315 3.7573  0.1250
C: 3.0260 6.7181 -0.1041  -0.0381
C: 2.9778 5.1791 0.3376  -0.4879
C: 4.1663 4.7858 1.1449  -0.0813
O: 1.8670 5.1924 1.1775  -0.0692
H: 2.2251 7.0406 -0.7695  0.0692
H: 3.9588 6.7673 -0.6658  0.0624
H: 3.1541 7.3566 0.7699  0.0745
H: 2.9321 4.4717 -0.4905  0.1324
H: 4.0251 3.7962 1.5795  0.0818
H: 4.2468 5.4021 2.0403  0.0857
H: 5.0721 4.7281 0.5413  0.0875
H: 2.0657 5.0828 2.1104  0.0834
C: 0.2430 3.7314 -4.2908  -0.0532
C: 0.2677 4.5488 -5.6287  -0.4534
C: -0.0835 6.0492 -5.3356  -0.0535
O: 1.5835 4.5180 -6.1497  -0.0676
H: 0.8560 2.8353 -4.3864  0.0730
H: -0.8088 3.5570 -4.0643  0.0715
H: 0.7489 4.1995 -3.4464  0.0682
H: -0.3080 3.9908 -6.3671  0.1311
H: -0.4482 6.6546 -6.1654  0.0662
H: 0.7166 6.6289 -4.8753  0.0757
H: -0.8208 6.1057 -4.5347  0.0616
H: 1.3436 4.6285 -7.0727  0.0825

Atomic forces in eV per Å
0.3 -1.6 1.1
0.7 2.1 -0.3
0.3 -1.2 -1.0
0.1 -0.4 0.4
-0.3 0.2 -0.7
-1.0 0.3 -0.6
-0.2 0.3 0.3
0.1 -0.1 0.2
0.0 0.2 0.6
1.6 0.8 1.0
-1.3 -1.8 1.0
-0.2 0.6 -0.8
-0.9 -0.5 -0.4
0.1 0.7 -0.7
0.4 -0.2 0.0
-0.1 0.3 -0.5
0.2 0.1 0.3
0.2 0.0 0.1
-1.4 0.7 -0.4
0.1 -1.0 -0.5
0.4 0.8 0.6
-0.3 -0.2 0.2
-0.1 0.3 -0.1
0.5 -0.1 0.3
0.4 -0.3 -0.6
0.2 -0.1 0.7
0.1 -0.1 -0.2
-0.1 -0.3 0.3
-0.5 1.1 -0.9
0.9 0.4 0.0
-0.1 -0.2 -0.6
0.0 -0.4 -0.3
-0.4 0.1 -0.3
-0.1 -0.5 1.0
0.3 -0.1 0.7
0.0 0.0 0.0
0.0 1.3 1.0
1.2 0.2 -0.1
-0.8 -3.3 -0.9
-0.8 0.2 0.1
0.0 -0.3 0.6
0.3 0.3 -0.7
0.0 -0.1 -0.1
0.2 1.6 0.2
-0.1 -0.1 0.0
0.0 0.2 1.5
1.0 -0.9 -0.3
-0.9 -0.6 0.0
-0.1 0.3 0.3
-0.6 -0.5 -0.6
0.2 -0.4 -0.4
0.1 0.8 0.9
0.4 0.6 -1.2
-0.1 0.6 -0.1
-0.7 0.7 0.5
1.3 -1.1 -0.1
0.8 -0.2 0.0
0.0 -0.1 0.1
-0.3 0.2 -0.3
0.7 0.4 0.2
-1.7 -0.1 -0.6
-0.8 0.2 0.0
0.7 -0.2 0.1
0.8 0.4 -4.1
-0.2 0.6 1.1
0.6 2.5 0.0
-1.8 -4.7 3.2
0.2 0.8 -0.5
0.2 0.1 0.7
0.1 0.2 -0.4
0.2 0.1 0.0
1.7 -2.0 -0.8
0.2 2.9 0.5
0.6 -0.5 0.5
-2.3 -1.1 0.3
-0.2 -0.2 0.3
0.1 0.6 -0.3
-0.3 -0.2 0.0
-0.8 0.2 -0.2
-0.2 -0.4 -0.3
0.5 0.5 -0.2
0.2 0.3 0.3
0.4 -0.2 -0.2
0.3 0.5 -0.9
0.8 0.6 2.4
-0.9 -0.5 0.4
0.2 -0.1 -0.7
-0.6 -0.4 -0.4
0.2 -0.4 0.3
-0.3 0.7 -0.1
-0.9 0.5 0.2
0.0 -0.3 -0.2
0.7 -0.6 -0.3
-0.6 -0.2 -0.2
1.1 0.1 -0.4

=====

# 4
# C4H13N2O2

2 unconnected molecules or ions with the total composition C4H13N2O2 in a non-equilibrium geometry (the ωB97M-V functional and the def2-TZVPD basis, OMol25).

The calculation puts the energy above the lowest of the compared OMol25 structures with the same formula, charge and spin at 52.3 kcal/mol. The HOMO energy comes out at -13.1 eV. The gap between HOMO and LUMO is 10.1 eV. The calculation puts the electronic energy at -419.94209 a.u. The total charge is +1.

Last column: natural (NBO) charge in e.
Positions of all 21 atoms, in Å:
O: 1.5148 0.9545 0.8191  -0.5764
C: 1.3870 0.1198 -0.0433  0.4888
C: 0.4289 0.2416 -1.2164  -0.1697
C: -0.9272 -0.2558 -0.5660  -0.4190
C: -1.6764 0.8812 0.1271  -0.2382
N: -1.0038 1.4691 1.3394  -0.6875
N: 0.7556 -0.7234 -2.2471  -0.8265
H: 1.9929 -0.7713 -0.1644  0.1546
H: 0.2736 1.2693 -1.5391  0.2074
H: -0.7280 -1.1501 0.0160  0.2423
H: -1.5983 -0.4137 -1.4049  0.2548
H: -2.6737 0.5931 0.4673  0.2316
H: -1.8971 1.6343 -0.6281  0.2292
H: -0.0355 1.7383 1.1242  0.4638
H: -0.9230 0.7322 2.0332  0.4382
H: -1.4952 2.2767 1.7119  0.4385
H: 0.7559 -0.3011 -3.1640  0.3861
H: 1.6792 -1.1275 -2.1370  0.3724
H: 1.9804 -1.9930 2.1552  0.4875
H: 0.9658 -3.0414 1.7512  0.4896
O: 1.2242 -2.1330 1.5660  -0.9675

Atomic forces in eV per Å
0.0 -0.3 0.4
0.4 1.0 -1.9
-1.2 -1.3 1.3
0.1 1.7 -0.5
-0.8 -0.3 0.1
-0.2 0.1 -0.5
0.4 0.3 -0.3
0.5 -0.4 0.7
0.4 0.1 -0.2
-0.4 -0.1 0.1
0.1 -0.8 -0.1
0.2 -0.4 0.1
0.5 0.5 0.3
0.5 0.0 -0.1
-0.1 0.0 0.4
-0.2 -0.1 0.2
-0.1 0.0 -0.1
0.0 0.0 0.1
-0.2 0.1 -0.1
-0.1 -0.1 -0.1
0.1 0.0 0.3

=====

- What is the electronic energy in the second record?
  -344.60753 a.u.